# 1
{
  "formula": "C7H9N",
  "method": "ωB97M-V with the def2-TZVPD basis set",
  "species": ["C", "C", "C", "C", "C", "C", "C", "H", "H", "H", "H", "H", "H", "H", "H", "H", "N"],
  "xyz": [[-1.8705, 0.1412, 3.0425], [-1.2889, 1.1004, 2.2966], [-0.0008, -0.5337, -0.4097], [1.0749, -1.4068, -0.6805], [1.8825, -0.9300, -1.6930], [1.4802, 0.1418, -2.5427], [0.2734, 0.7829, -2.1712], [-2.2976, -0.7746, 2.7039], [-2.0094, 0.3994, 4.1331], [-1.3077, 0.9761, 1.2434], [-0.9858, 2.0117, 2.7578], [-0.7000, -0.8013, 0.3827], [1.4336, -2.0318, 0.1696], [2.7280, -1.4244, -1.9831], [2.1044, 0.2801, -3.3376], [-0.2027, 1.5063, -2.9519], [-0.3134, 0.5627, -0.9597]],
  "atomic_forces_ev_per_a": [[0.5, 2.4, 1.6], [-1.6, -1.9, 0.9], [0.0, -3.0, 2.9], [0.6, 1.8, 0.8], [-2.0, 0.9, -0.3], [-2.8, -1.5, 3.8], [1.3, 1.2, -1.7], [-0.1, -0.4, -0.4], [0.2, -0.7, -1.2], [0.5, 0.3, -0.8], [0.3, 0.5, 0.1], [0.5, -0.1, 0.4], [-0.6, -0.2, -1.3], [2.4, -1.2, -0.3], [0.9, 1.0, -2.3], [0.8, -0.9, 2.0], [-1.1, 1.9, -4.0]],
  "de_lowest_kcal_mol": 61.1,
  "orbital_gap_ha": 0.376,
  "smiles": "c1ccncc1.C=C"
}

# 2
{
  "formula": "C7H9N",
  "method": "ωB97M-V with the def2-TZVPD basis set",
  "species": ["C", "C", "C", "C", "C", "C", "C", "H", "H", "H", "H", "H", "H", "H", "H", "H", "N"],
  "xyz": [[-1.3921, 0.9797, 0.0745], [-1.4251, -0.4802, 0.0445], [-0.2529, -1.0454, 0.6483], [0.8671, -0.0194, 0.9951], [1.8108, -0.0751, -0.0735], [0.1003, 1.0979, 0.1145], [-0.3128, -0.8402, -0.8113], [-1.6739, 1.4847, -0.9596], [-1.9439, 1.4156, 0.9335], [-2.3223, -1.1123, 0.0637], [-0.4975, -1.9783, 1.1060], [0.9692, 0.2031, 2.0440], [2.5019, 0.8251, -0.1668], [2.2010, -1.0324, -0.4562], [0.4645, 2.0557, 0.0383], [-0.4098, -1.5806, -1.6015], [0.6198, 0.2878, -0.9935]],
  "atomic_forces_ev_per_a": [[-0.9, 2.4, -0.8], [-3.0, 0.5, -0.8], [1.9, -1.7, 1.8], [-4.8, 1.4, 2.5], [1.3, 0.6, -4.0], [0.1, -1.2, 1.1], [1.3, -1.8, -2.0], [0.0, -1.0, 2.1], [0.4, 0.1, -0.6], [0.3, 0.6, -0.2], [0.9, -0.6, 0.4], [0.8, -0.3, 0.4], [-0.5, -1.5, 0.3], [0.5, 0.4, 0.7], [1.1, 2.2, 0.3], [0.3, 0.1, 0.3], [0.2, -0.3, -1.6]],
  "de_lowest_kcal_mol": 85.1,
  "orbital_gap_ha": 0.351,
  "smiles": "C1[C@@H]2[C@@H]3[C@H]4CN([C@H]23)[C@@H]14"
}

# 3
{
  "formula": "C7H9N",
  "method": "ωB97M-V with the def2-TZVPD basis set",
  "species": ["C", "C", "C", "C", "C", "C", "C", "H", "H", "H", "H", "H", "H", "H", "H", "H", "N"],
  "xyz": [[1.5921, -0.8374, -0.5195], [0.0972, -0.4907, -1.4027], [-1.3428, 0.4621, -0.4809], [-1.5108, 0.9931, 1.2415], [1.4898, -0.0174, 0.8253], [0.4095, 0.5871, 0.4105], [-0.5270, -0.6037, -0.2245], [2.0860, -0.2983, -1.5045], [1.9690, -1.9868, -0.2645], [0.1048, -1.4098, -2.0861], [-2.4737, 0.5280, -1.1233], [-2.4371, 0.3936, 1.8022], [-1.6782, 2.0080, 0.8155], [2.3396, 0.3118, 1.3095], [0.6486, 1.2698, -0.4315], [-0.5441, -1.7216, 0.0212], [-0.2230, 0.8123, 1.6120]],
  "atomic_forces_ev_per_a": [[2.9, 0.0, -1.7], [4.0, -2.9, -4.9], [-7.5, -0.5, -1.4], [-2.9, 0.1, -1.4], [3.9, -5.0, -4.4], [-1.5, 3.7, 2.1], [-2.3, -3.5, 1.9], [0.3, -1.1, 3.1], [-1.5, 2.7, -1.6], [-0.8, 1.4, 0.2], [3.5, -0.6, 1.3], [2.3, 1.9, -1.3], [-0.5, -0.1, 1.4], [1.1, 0.3, 2.0], [-0.3, 0.6, 0.2], [-0.7, 1.7, 1.6], [-0.2, 1.3, 2.9]],
  "de_lowest_kcal_mol": 437.8,
  "orbital_gap_ha": 0.205
}

# 4
{
  "formula": "C7H9N",
  "method": "ωB97M-V with the def2-TZVPD basis set",
  "species": ["C", "C", "C", "C", "C", "C", "C", "H", "H", "H", "H", "H", "H", "H", "H", "H", "N"],
  "xyz": [[-0.0073, 0.2292, 1.3830], [-1.4755, -0.7180, 1.3837], [-0.0784, -1.4085, -0.6793], [1.0114, -0.5430, -1.2081], [0.5589, 1.0037, -1.0014], [0.0824, 1.3521, 0.4164], [-0.8790, -0.6243, 0.1001], [-0.6176, 0.7554, 2.1200], [0.9949, -0.2371, 1.7162], [-2.2972, 0.0992, 1.5386], [-0.8738, -1.5526, -1.5120], [1.3901, -0.5130, -2.1755], [1.8015, -0.4702, -0.3802], [1.1206, 1.7821, -1.5628], [0.1932, 2.4593, 0.5610], [-0.0578, -2.5556, -0.1089], [-0.8664, 0.9414, -0.5908]],
  "atomic_forces_ev_per_a": [[1.7, 0.0, 1.5], [-1.2, 0.5, -1.4], [-0.9, -5.5, -2.8], [2.1, 3.4, 4.0], [-0.7, -2.5, 1.6], [1.4, 1.0, -3.0], [-2.5, 6.2, 4.3], [0.6, -0.6, 1.0], [-2.0, 0.6, -0.2], [1.4, -1.4, -0.4], [1.3, -0.3, 0.7], [0.7, -1.2, -1.6], [-0.1, -1.1, -1.7], [-1.2, -0.6, 0.0], [-0.4, -1.2, 0.8], [0.9, 3.4, -1.9], [-1.0, -0.6, -0.9]],
  "de_lowest_kcal_mol": 196.0,
  "orbital_gap_ha": 0.332
}

The evaluated lowest unoccupied orbital energy for the records listed, in turn: 0.77, 1.11, -1.66, 0.88 eV.